## one
ORCA calculation (wB97M-V/def2-TZVPD) on 2 unconnected molecules or ions with the total composition C2H3IS.

The calculation puts the highest occupied orbital energy (spin up / spin down) at -7.7 / -7.7 eV.

Structure (ORCA input):
```
! wB97M-V def2-TZVPD RIJCOSX def2/J DEFGRID3
* xyz 0 1
I 1.15 -0.05 -3.49
S 0.10 -2.84 -1.87
H -0.43 0.47 -0.82
H -0.38 -1.11 0.13
H 1.00 -0.07 0.21
C 0.05 -0.22 -0.18
C 0.52 -1.36 -2.11
*
```



## two
ORCA calculation (wB97M-V/def2-TZVPD) on 2 unconnected molecules or ions with the total composition C2H3IS.

The calculation puts the highest occupied orbital energy (spin up / spin down) at -8.0 / -8.0 eV.

Structure (ORCA input):
```
! wB97M-V def2-TZVPD RIJCOSX def2/J DEFGRID3
* xyz 0 1
H -1.26 -0.55 0.31
H -0.03 0.89 0.91
H 0.58 -0.42 -1.83
C -0.37 0.07 0.21
S 3.15 0.60 0.39
I 2.17 0.70 2.45
C 0.36 -0.13 -0.84
*
```



Energetically preferred structure: one | next structure: +0.637 eV



## one
ORCA calculation (wB97M-V/def2-TZVPD) on a gas-phase ion, C5H13NO (charge +1).

The calculation puts the highest occupied orbital energy (spin up / spin down) at -14.6 / -14.6 eV.

Structure (ORCA input):
```
! wB97M-V def2-TZVPD RIJCOSX def2/J DEFGRID3
* xyz 1 2
H 2.39 1.15 -1.08
C 0.17 -2.16 0.73
H -1.48 0.44 1.40
C -1.59 0.44 0.32
C 1.48 1.68 -1.35
C 0.63 -0.71 0.77
H 0.66 -0.28 1.77
H -0.08 -0.27 -1.23
H 1.67 -0.72 0.39
H 0.30 -2.54 -0.28
H -3.28 -0.51 0.11
H -2.10 1.32 -0.08
H 0.70 -2.79 1.44
N 0.42 1.51 -0.38
H 1.15 1.38 -2.34
C -0.12 0.18 -0.24
H 0.55 2.08 0.45
H -0.88 -2.24 1.02
O -2.36 -0.69 -0.08
H 1.78 2.74 -1.35
*
```



## two
ORCA calculation (wB97M-V/def2-TZVPD) on 2 unconnected molecules or ions with the total composition C5H13NO.

The calculation puts the highest occupied orbital energy (spin up / spin down) at -13.5 / -13.4 eV.

Structure (ORCA input):
```
! wB97M-V def2-TZVPD RIJCOSX def2/J DEFGRID3
* xyz 1 2
N -0.12 -1.44 0.46
H 1.21 1.58 -1.96
H 0.50 0.27 1.48
H -0.79 -1.00 -0.16
H -2.67 -2.94 1.57
C -0.70 2.92 -1.03
O -2.66 -3.15 2.51
H -1.79 -3.55 2.67
H 2.30 -0.60 -0.82
C 1.64 0.15 -0.38
C 0.94 -0.49 0.81
H 1.66 -1.04 1.41
H 0.27 -2.21 -0.08
H -0.13 3.42 -1.79
H -1.33 3.52 -0.37
H 2.36 0.90 -0.04
H -1.19 1.05 -0.16
H 0.25 0.15 -2.07
C -0.43 1.60 -0.72
C 0.68 0.87 -1.33
*
```



Energetically preferred structure: one | next structure: +1.579 eV



## one
ORCA calculation (wB97M-V/def2-TZVPD) on a single C4H4N2OS molecule.

Its structure (SMILES) is CC1=NC(=S)NC1=O. The calculation puts the highest occupied orbital energy at -9.3 eV.

Structure (ORCA input):
```
! wB97M-V def2-TZVPD RIJCOSX def2/J DEFGRID3
* xyz 0 1
O -0.55 -1.82 1.45
H 2.09 1.48 0.22
H -2.10 -1.78 -0.88
H 2.41 -0.13 0.81
S -2.15 0.81 -2.42
N -1.48 -0.87 -0.47
C 1.64 0.68 0.85
N -0.17 0.93 -0.82
C -0.49 -1.00 0.55
H 1.52 1.30 1.95
C -1.19 0.23 -1.31
C 0.49 0.17 0.07
*
```



## two
ORCA calculation (wB97M-V/def2-TZVPD) on a molecular structure, C4H4N2OS.

The calculation puts the highest occupied orbital energy at -9.0 eV.

Structure (ORCA input):
```
! wB97M-V def2-TZVPD RIJCOSX def2/J DEFGRID3
* xyz 0 1
C -0.83 -0.89 -0.05
H 0.65 -0.97 2.89
H -1.58 -1.62 0.25
N 0.71 0.81 0.37
C 0.55 0.54 -0.91
O 0.98 0.89 -2.16
N -0.18 -0.11 0.90
C -0.36 -0.46 -1.25
C 0.04 -0.14 -2.68
S -0.44 -0.19 2.57
H 0.60 -0.87 -3.20
H -0.70 0.31 -3.32
*
```



## three
ORCA calculation (wB97M-V/def2-TZVPD) on a single C4H4N2OS molecule.

Its structure (SMILES) is N#C/C(=C\N)OC=S. The calculation puts the highest occupied orbital energy at -9.0 eV.

Structure (ORCA input):
```
! wB97M-V def2-TZVPD RIJCOSX def2/J DEFGRID3
* xyz 0 1
S 0.17 -2.83 -0.37
N -0.94 1.87 -0.79
H -1.09 2.29 -1.67
H 2.35 -2.35 0.46
C 0.17 0.09 0.37
H -1.81 1.71 -0.25
N -1.75 -0.19 2.08
C -0.86 -0.10 1.33
C 1.37 -1.93 0.23
H 0.91 1.08 -1.32
O 1.38 -0.63 0.52
C 0.09 1.01 -0.61
*
```



Energetically preferred structure: three | next structure: +0.376 eV



## one
ORCA calculation (wB97M-V/def2-TZVPD) on 2 unconnected molecules or ions with the total composition C3H12NS.

The calculation puts the highest occupied orbital energy at -12.4 eV.

Structure (ORCA input):
```
! wB97M-V def2-TZVPD RIJCOSX def2/J DEFGRID3
* xyz 1 1
H 2.65 -1.02 0.77
H 3.08 -0.05 2.21
N 2.12 1.01 0.76
H -1.81 -0.08 -2.39
C -2.08 -1.27 0.02
H -1.82 -1.87 0.89
S -0.68 -0.13 -0.25
H -3.00 -0.73 0.21
H 1.48 0.97 -0.05
H 1.89 1.80 1.33
H -0.46 1.11 -2.37
C 2.29 -0.31 1.50
C -1.27 0.67 -1.81
H 1.38 -0.60 2.01
H -2.17 -2.01 -0.78
H -2.00 1.40 -1.47
H 3.02 1.20 0.33
*
```



## two
ORCA calculation (wB97M-V/def2-TZVPD) on 2 unconnected molecules or ions with the total composition C3H12NS.

The calculation puts the highest occupied orbital energy at -12.8 eV.

Structure (ORCA input):
```
! wB97M-V def2-TZVPD RIJCOSX def2/J DEFGRID3
* xyz 1 1
H 1.84 -1.28 0.48
S 0.52 0.36 -0.12
H -1.67 -0.62 1.94
H 2.95 0.03 -0.30
C 2.13 -0.27 0.39
H -1.74 -2.18 1.22
H 2.32 0.85 -1.88
N -1.64 -1.08 1.09
H -2.94 -0.91 -0.59
H 2.53 0.06 1.38
H 1.48 2.21 -1.23
H -2.60 0.64 0.26
H -3.66 -0.61 0.84
C 1.32 1.24 -1.69
H -0.64 -0.95 0.75
H 0.75 1.39 -2.64
C -2.70 -0.44 0.32
*
```



Energetically preferred structure: one | next structure: +1.364 eV